Below is a gas-phase ion, C5H4N (charge +1), with properties calculated with wB97M-V/def2-TZVPD.

Structure (XYZ):
```
10
Properties=species:S:1:pos:R:3:mulliken_charge:R:1
C -1.903 0.035 0.019 0.07
C 1.242 -0.458 0.001 -0.22
C 0.828 0.937 -0.072 -0.36
C -1.558 1.286 0.044 -0.29
C 0.025 -1.215 -0.058 0.36
N -1.094 -1.001 -0.079 0.06
H -2.975 -0.125 0.110 0.38
H 2.035 -0.417 -0.711 0.35
H 1.833 -0.794 0.896 0.36
H 1.568 1.753 -0.150 0.28
```

Its charge is +1. Its energy above the lowest of the compared OMol25 structures with the same formula, charge and spin is 6.744 eV. For the molecular weight, the calculation gives 78.1 Da. As for the strongest force on any atom: 0.076 hartree/bohr. The calculation puts the highest occupied orbital energy at -14.4 eV. The HOMO-LUMO gap comes out at 7.31 eV.

---

Below is a molecular structure, C5H4N, with properties calculated with wB97M-V/def2-TZVPD.

Structure (XYZ):
```
10
Properties=species:S:1:pos:R:3:mulliken_charge:R:1
C 2.128 2.778 -1.376 0.01
C -1.380 0.328 -0.491 -0.10
C -0.081 0.452 -0.136 0.42
C -1.466 -0.893 0.416 -0.23
C 0.062 -0.855 0.189 -0.03
N 1.540 1.922 -0.846 -0.35
H 2.598 3.546 -1.924 0.38
H -1.930 -0.824 1.429 0.31
H -1.892 -1.776 -0.127 0.26
H 0.839 -1.645 -0.119 0.32
```

Its charge is +1. Its energy above the lowest of the compared OMol25 structures with the same formula, charge and spin is 4.506 eV. For the molecular weight, the calculation gives 78.1 Da. As for the strongest force on any atom: 0.083 hartree/bohr. The calculation puts the highest occupied orbital energy (spin up / spin down) at -14.9 / -14.9 eV. The HOMO-LUMO gap (spin up / spin down) comes out at 7.97 / 7.97 eV.

---

Below is a gas-phase ion, C5H4N (charge +1), with properties calculated with wB97M-V/def2-TZVPD.

Structure (XYZ):
```
10
Properties=species:S:1:pos:R:3:mulliken_charge:R:1
C -1.664 -0.673 -0.057 -0.05
C -2.288 0.698 0.074 -0.09
C -0.504 -1.229 -0.017 0.17
C 0.897 -0.784 0.087 -0.14
C 0.455 0.712 -0.014 -0.48
N -1.052 0.718 0.057 0.34
H 1.192 -1.011 1.125 0.30
H 1.447 -1.062 -0.819 0.32
H 0.847 1.553 0.602 0.36
H 0.669 1.079 -1.038 0.27
```

Its charge is +1. Its energy above the lowest of the compared OMol25 structures with the same formula, charge and spin is 4.867 eV. For the molecular weight, the calculation gives 78.1 Da. As for the strongest force on any atom: 0.101 hartree/bohr. The calculation puts the highest occupied orbital energy (spin up / spin down) at -15.7 / -15.7 eV. The HOMO-LUMO gap (spin up / spin down) comes out at 8.45 / 8.44 eV.

---

Below is C5H4N2 in the gas phase, with properties calculated with wB97M-V/def2-TZVPD.

Structure (XYZ):
```
11
Properties=species:S:1:pos:R:3:mulliken_charge:R:1
C 2.415 -0.147 -0.639 0.35
C 1.382 0.392 -0.339 -1.03
C -0.103 0.156 1.372 -0.63
C -1.084 -0.701 0.931 -0.28
N -1.504 -0.342 -0.354 0.34
N -0.913 0.620 -0.914 -0.60
C 0.106 0.968 0.115 0.41
H 3.332 -0.637 -0.876 0.40
H -1.547 -1.567 1.386 0.41
H -2.249 -0.802 -0.877 0.26
H 0.165 2.059 0.194 0.39
```

Its charge is 0. Its energy above the lowest of the compared OMol25 structures with the same formula, charge and spin is 5.907 eV. For the molecular weight, the calculation gives 92.1 Da. As for the strongest force on any atom: 0.015 hartree/bohr. The calculation puts the highest occupied orbital energy (spin up / spin down) at -8.4 / -8.4 eV. The HOMO-LUMO gap (spin up / spin down) comes out at 7.90 / 7.90 eV.

---

Below is C5H4N2 in the gas phase, with properties calculated with wB97M-V/def2-TZVPD.

Structure (XYZ):
```
11
Properties=species:S:1:pos:R:3:mulliken_charge:R:1
C 2.035 -1.014 1.817 0.52
C 1.217 -0.631 1.090 -0.88
C 0.144 -0.272 0.155 0.25
C 0.113 -0.271 -1.252 -0.30
N -0.971 0.423 -1.554 -0.79
N -1.380 1.008 -0.577 0.25
C -0.745 0.599 0.485 -0.53
H 2.572 -2.056 2.339 0.25
H 0.794 -0.764 -1.954 0.40
H -2.482 1.385 -0.626 0.32
H -1.013 0.953 1.391 0.52
```

Its charge is 0. Its energy above the lowest of the compared OMol25 structures with the same formula, charge and spin is 4.703 eV. For the molecular weight, the calculation gives 92.1 Da. As for the strongest force on any atom: 0.196 hartree/bohr. The calculation puts the highest occupied orbital energy at -9.4 eV. The HOMO-LUMO gap comes out at 10.16 eV.

---

Below is C5H4N2 in the gas phase, with properties calculated with wB97M-V/def2-TZVPD.

Structure (XYZ):
```
11
Properties=species:S:1:pos:R:3:mulliken_charge:R:1
C 2.593 -0.442 -0.085 0.27
C 1.419 -0.156 -0.010 -0.49
C 0.059 0.226 0.085 -0.15
C -0.946 -0.721 0.484 0.02
N -2.123 -0.760 -0.020 -0.54
N -1.390 1.450 -1.098 -0.40
C -0.313 1.529 -0.488 -0.10
H 3.624 -0.711 -0.153 0.41
H -0.607 -1.398 1.279 0.36
H -2.732 -1.366 0.537 0.26
H 0.415 2.351 -0.531 0.37
```

Its charge is 0. Its energy above the lowest of the compared OMol25 structures with the same formula, charge and spin is 5.293 eV. For the molecular weight, the calculation gives 92.1 Da. As for the strongest force on any atom: 0.027 hartree/bohr. The calculation puts the highest occupied orbital energy (spin up / spin down) at -8.5 / -9.1 eV. The HOMO-LUMO gap (spin up / spin down) comes out at 8.32 / 7.37 eV.

---

Below is C5H4N2O in the gas phase, with properties calculated with wB97M-V/def2-TZVPD.

Structure (XYZ):
```
12
Properties=species:S:1:pos:R:3:mulliken_charge:R:1
O 2.021 0.192 1.724 -0.46
C 1.420 0.285 0.607 0.33
C 1.457 -0.413 -0.849 -0.23
C -0.013 -0.063 -0.919 0.14
C -1.330 -0.817 -1.207 -0.62
C -2.139 -0.138 -0.201 0.05
N -1.461 0.624 0.748 -0.73
N -0.144 0.568 0.166 0.42
H 1.679 -1.455 -0.570 0.25
H 2.170 -0.015 -1.780 0.26
H -1.958 -0.948 -2.055 0.30
H -3.182 -0.584 -0.375 0.30
```

Its charge is 0. Its energy above the lowest of the compared OMol25 structures with the same formula, charge and spin is 4.657 eV. For the molecular weight, the calculation gives 108.1 Da. As for the strongest force on any atom: 0.155 hartree/bohr. The calculation puts the highest occupied orbital energy at -9.2 eV. The HOMO-LUMO gap comes out at 8.97 eV.

---

Below is C5H4N2O in the gas phase, with properties calculated with wB97M-V/def2-TZVPD.

Structure (XYZ):
```
12
Properties=species:S:1:pos:R:3:mulliken_charge:R:1
O -2.816 -0.486 -0.053 -0.57
C -1.581 -0.172 0.029 0.46
C -0.822 1.075 0.175 -0.10
C 0.513 1.174 -0.297 -0.43
C 1.522 0.174 -0.116 0.16
N 1.507 -1.117 0.206 -0.57
C 0.309 -1.686 0.030 0.19
N -0.893 -1.320 -0.207 -0.43
H -1.545 2.035 0.505 0.30
H 0.728 2.231 0.007 0.31
H 2.430 0.763 -0.156 0.31
H 0.649 -2.670 -0.122 0.38
```

Its charge is 0. Its energy above the lowest of the compared OMol25 structures with the same formula, charge and spin is 3.816 eV. For the molecular weight, the calculation gives 108.1 Da. As for the strongest force on any atom: 0.125 hartree/bohr. The calculation puts the highest occupied orbital energy at -9.6 eV. The HOMO-LUMO gap comes out at 7.75 eV.

---

Below is C5H4N2O in the gas phase, with properties calculated with wB97M-V/def2-TZVPD.

Structure (XYZ):
```
12
Properties=species:S:1:pos:R:3:mulliken_charge:R:1
C 2.062 -0.120 -0.056 -0.29
C 1.283 1.103 -0.105 -0.46
C 0.053 0.594 0.016 0.76
O -1.193 1.054 -0.100 -0.34
N -2.182 -0.060 -0.281 -0.18
C -1.239 -1.092 0.107 -0.50
C -0.003 -0.770 -0.098 0.05
N 1.319 -1.217 -0.230 -0.68
H 3.038 -0.124 0.211 0.48
H 1.317 2.346 0.013 0.24
H -2.847 0.251 0.348 0.27
H -1.607 -1.965 0.174 0.64
```

Its charge is 0. Its energy above the lowest of the compared OMol25 structures with the same formula, charge and spin is 5.037 eV. For the molecular weight, the calculation gives 108.1 Da. As for the strongest force on any atom: 0.136 hartree/bohr. The calculation puts the highest occupied orbital energy at -8.7 eV. The HOMO-LUMO gap comes out at 8.58 eV.

---

Below is C5H4N2O in the gas phase, with properties calculated with wB97M-V/def2-TZVPD.

Structure (XYZ):
```
12
Properties=species:S:1:pos:R:3:mulliken_charge:R:1
O -0.196 2.429 -0.252 -0.55
C -0.148 1.314 -0.776 0.69
N 0.965 0.767 -1.162 -0.43
C 1.520 -0.127 -0.637 0.00
C 0.944 -0.769 0.439 -0.37
C -0.417 -0.674 0.807 -0.44
C -1.682 -0.018 0.202 0.04
N -1.508 0.828 -0.780 -0.47
H 2.313 -0.661 -0.975 0.44
H 1.612 -1.344 0.986 0.38
H -0.806 -1.214 1.539 0.40
H -2.596 -0.534 0.608 0.30
```

Its charge is 0. Its energy above the lowest of the compared OMol25 structures with the same formula, charge and spin is 3.262 eV. For the molecular weight, the calculation gives 108.1 Da. As for the strongest force on any atom: 0.169 hartree/bohr. The calculation puts the highest occupied orbital energy at -9.9 eV. The HOMO-LUMO gap comes out at 8.97 eV.

---

What did the ninth record say?
Below is C5H4N2O in the gas phase, with properties calculated with wB97M-V/def2-TZVPD.

Structure (XYZ):
```
12
Properties=species:S:1:pos:R:3:mulliken_charge:R:1
C 2.062 -0.120 -0.056 -0.29
C 1.283 1.103 -0.105 -0.46
C 0.053 0.594 0.016 0.76
O -1.193 1.054 -0.100 -0.34
N -2.182 -0.060 -0.281 -0.18
C -1.239 -1.092 0.107 -0.50
C -0.003 -0.770 -0.098 0.05
N 1.319 -1.217 -0.230 -0.68
H 3.038 -0.124 0.211 0.48
H 1.317 2.346 0.013 0.24
H -2.847 0.251 0.348 0.27
H -1.607 -1.965 0.174 0.64
```

Its charge is 0. Its energy above the lowest of the compared OMol25 structures with the same formula, charge and spin is 5.037 eV. For the molecular weight, the calculation gives 108.1 Da. As for the strongest force on any atom: 0.136 hartree/bohr. The calculation puts the highest occupied orbital energy at -8.7 eV. The HOMO-LUMO gap comes out at 8.58 eV.